# 1
C15H30IrN4O6 | ωB97M-V with the def2-TZVPD basis set

Summary:
- total charge = +3
- gap between HOMO and LUMO (alpha / beta) (eV) = 9.9 / 6.3
- ΔE to the lowest compared entry with this formula, charge and spin (kcal per mole) = 8.20
- expectation value of S² = 6.007
- spin multiplicity = 5
- E_tot (hartree) = -1363.363094
- LUMO (alpha / beta) (Eh) = -0.30306 / -0.43299

XYZ file:
```
56
Properties=species:S:1:pos:R:3:forces:R:3
Ir 0.30135 -0.23767 0.36679 0.6 1.0 -0.1
O -0.06495 1.69833 -1.21581 0.2 -0.6 0.5
O 1.58615 -1.64567 1.45409 -1.0 2.1 -0.3
O -1.67395 -1.59297 -0.05861 0.7 -0.2 -0.2
O -1.82605 0.27393 1.04999 1.2 0.7 0.3
O 0.94685 1.71113 1.28259 0.0 -2.6 0.2
O 1.79015 -0.23397 -1.32931 -0.6 -0.7 1.7
N 2.68695 0.49393 -3.26341 -0.6 -0.2 1.0
N 1.44485 -3.50217 0.20269 -0.2 0.3 -0.1
N 0.73895 3.91593 1.60759 -0.1 -1.7 -1.0
N -4.45325 -1.95107 0.00669 0.0 0.1 -0.6
C 3.04515 -3.43747 2.01399 0.0 0.1 0.2
C 2.61515 1.25463 -4.49011 -0.2 0.7 -0.6
C -3.75915 -1.14557 1.06519 0.6 0.7 0.6
C 1.24495 3.78393 2.95009 0.5 -0.2 1.0
C 0.05155 2.96353 -0.57221 -0.3 0.4 0.2
C 0.62165 2.82573 0.84569 -0.5 2.4 -0.3
C -2.33455 -0.78957 0.64119 -0.8 -0.5 -0.4
C 0.58985 1.51263 -2.45951 0.1 -0.2 -0.5
C 0.48125 5.26403 1.18569 0.0 1.1 -0.3
C -4.85185 -3.25937 0.61909 0.0 -0.9 0.5
C -3.73645 -3.47787 1.62259 0.0 0.1 0.1
C 1.96415 -2.80587 1.20139 0.5 -1.6 -0.4
C -3.65725 -2.10087 2.27429 0.0 -0.1 0.1
C 3.86015 -0.33877 -3.10941 0.6 -0.6 0.1
C 1.76105 0.52673 -2.32641 -0.1 0.9 -1.1
H 2.28575 4.11633 3.01359 -0.1 0.0 -0.1
H -5.80785 -3.13937 1.13029 0.0 0.1 -0.1
H -0.08735 5.32833 0.26409 0.0 -0.1 0.0
H 3.36265 0.86703 -5.18101 -0.1 0.0 0.1
H 3.13795 -2.95717 2.98449 -0.1 0.0 0.0
H -3.95045 -4.26747 2.33499 -0.1 -0.1 0.0
H 1.75115 -4.43867 -0.02001 0.0 0.1 0.1
H 3.92035 -0.72137 -2.09381 0.0 0.0 -0.1
H -0.15155 1.07443 -3.14401 0.2 0.2 0.0
H -2.80105 -3.70847 1.10719 -0.1 -0.1 0.0
H -2.74235 -1.94547 2.84179 0.0 0.1 0.0
H -4.29745 -0.22537 1.29809 -0.1 -0.2 -0.2
H 0.72615 -3.07787 -0.37381 0.1 -0.3 0.0
H 0.66815 3.64723 -1.16501 -0.1 -0.1 0.1
H -5.25965 -1.46617 -0.39971 0.2 0.0 0.0
H 0.93465 2.46313 -2.87511 -0.1 -0.1 0.1
H 2.83695 2.31073 -4.32171 0.0 0.0 0.0
H 1.42065 5.81413 1.06039 -0.1 -0.2 -0.1
H 0.66195 4.41703 3.61859 -0.1 -0.1 -0.1
H -0.96685 3.36833 -0.49221 0.3 0.1 -0.1
H 3.83115 -1.17277 -3.81231 -0.1 0.0 0.0
H 3.99815 -3.31197 1.49709 0.0 0.0 -0.1
H 1.19105 2.74493 3.26909 0.0 0.2 0.0
H -0.06845 5.78403 1.97259 -0.1 -0.1 -0.1
H 2.86095 -4.50077 2.13789 0.0 -0.1 0.0
H -4.94595 -4.03927 -0.13211 0.0 0.2 -0.2
H 4.74795 0.25483 -3.33271 -0.1 0.0 0.1
H 1.63615 1.16153 -4.96061 0.0 0.0 0.0
H -3.76315 -2.13777 -0.73521 -0.3 0.0 0.0
H -4.50225 -1.94757 2.94419 0.0 0.1 0.0
```
Forces are in eV/Å.

***

# 2
C15H30MnO5S2 | ωB97M-V with the def2-TZVPD basis set

Summary:
- total charge = +3
- gap between HOMO and LUMO (alpha / beta) (eV) = 9.6 / 9.5
- expectation value of S² = 2.067
- spin multiplicity = 3
- E_tot (hartree) = -2912.016410
- LUMO (alpha / beta) (Eh) = -0.38158 / -0.37945

XYZ file:
```
53
Properties=species:S:1:pos:R:3:forces:R:3
Mn -0.95855 1.17518 -0.70449 -0.2 0.2 0.4
S -0.44427 0.38148 -2.77654 0.0 0.1 0.1
S 1.55325 -1.84472 0.09672 -0.1 -0.2 0.2
O 0.25871 2.75559 -0.48640 0.0 -0.1 0.0
O -2.66177 0.21713 -0.29319 0.0 0.0 -0.1
O -0.88424 1.22746 1.31507 0.0 0.0 -0.1
O 0.94787 -1.32052 -1.36782 0.1 0.2 -0.1
O -2.26557 2.67926 -0.89064 0.0 0.0 -0.2
C 0.78985 2.81952 0.86643 0.1 0.1 -0.2
C -1.79389 4.04286 -0.76393 -0.1 -0.1 0.0
C 3.83451 -1.17550 -1.45981 0.0 0.0 0.0
C -2.73937 -0.22680 1.08838 -0.1 0.0 -0.1
C -0.29098 2.44612 1.84282 -0.1 -0.1 0.1
C 3.84433 -2.32795 -2.45625 0.0 0.0 0.0
C 3.34186 -1.55567 -0.06058 0.0 0.1 -0.1
C -3.66338 2.40175 -0.62004 0.1 0.1 0.0
C 1.38961 -3.62132 -0.14742 0.1 0.0 0.0
C -3.80863 0.92014 -0.87164 0.0 -0.1 0.1
C -2.10272 0.80510 1.98568 0.1 0.0 0.1
C 0.28467 -4.13602 2.09881 0.0 0.0 0.0
C -0.31321 3.96949 -1.07050 0.1 0.0 0.1
C 1.51735 -4.30637 1.22196 0.0 0.0 -0.1
C 0.16246 -0.25862 -1.41037 0.0 -0.1 -0.1
H 1.19260 3.81170 1.06499 0.0 0.0 0.0
H 3.54808 -0.79378 0.69089 0.0 0.0 -0.1
H 4.43196 -3.16521 -2.07468 0.0 0.0 0.0
H -3.78025 -0.39676 1.36000 0.0 0.0 0.0
H 2.16242 -3.91058 -0.85920 0.0 0.0 0.0
H -2.20887 -1.17586 1.12520 0.0 0.0 0.0
H -0.13215 3.87876 -2.13872 0.0 0.0 0.0
H 2.84325 -2.69072 -2.69581 0.0 0.0 0.0
H -0.59391 -4.57641 1.62599 0.0 0.0 0.0
H -3.76839 0.69476 -1.93476 0.0 0.0 0.0
H 0.40174 -3.75846 -0.59267 0.0 0.0 0.1
H 3.28158 -0.31306 -1.83900 0.0 0.0 0.0
H 1.69209 -5.35965 0.99730 0.0 0.0 0.0
H 4.30883 -2.01201 -3.38833 0.0 0.0 0.0
H 2.42319 -3.96999 1.73683 0.0 0.0 0.0
H -3.88544 2.69660 0.40644 0.0 0.0 0.0
H -4.29478 2.97096 -1.30261 0.0 0.0 0.0
H 0.43035 -4.63255 3.05593 0.0 0.0 0.0
H -1.84927 0.37071 2.95305 0.0 0.0 0.0
H -2.30057 4.67562 -1.49290 0.0 0.0 0.0
H 4.85329 -0.81950 -1.29145 0.0 0.0 0.0
H 3.77900 -2.50381 0.26514 0.0 0.0 0.1
H 0.12223 2.25741 2.83407 0.0 0.0 0.0
H 1.60529 2.09937 0.88868 0.0 0.0 0.0
H -2.01894 4.40266 0.24060 0.0 0.0 0.0
H 0.07106 -3.08438 2.31552 0.0 0.0 0.0
H -2.73400 1.68062 2.14348 0.0 0.0 0.0
H -4.73100 0.51577 -0.45889 0.0 0.0 0.0
H -1.07232 3.20315 1.92193 0.0 0.0 0.0
H 0.22504 4.83706 -0.69324 0.0 0.0 0.0
```
Forces are in eV/Å.

***

# 3
C15H30O | ωB97M-V with the def2-TZVPD basis set

Summary:
- total charge = 0
- gap between HOMO and LUMO (eV) = 10.6
- ΔE to the lowest compared entry with this formula, charge and spin (kcal per mole) = 0.00
- E_tot (hartree) = -664.725117
- LUMO (Eh) = 0.03090

XYZ file:
```
46
Properties=species:S:1:pos:R:3:forces:R:3
O -0.68179 -2.68282 -0.19692 -1.1 0.7 0.5
C -1.72585 0.25384 1.07150 -0.8 0.7 0.9
C 1.20607 2.01922 -1.72076 0.0 0.9 -1.7
C 3.90250 1.04861 -0.46473 0.6 1.8 -1.9
C -0.78048 0.58071 -0.16521 0.0 0.2 1.0
C 3.00222 0.32284 -1.47250 0.6 -2.7 1.7
C 0.73447 0.43067 0.03287 1.4 -2.6 -0.6
C -1.53558 1.26969 2.26550 0.9 -0.2 -2.1
C -1.45685 -1.14812 1.65347 1.1 -1.2 -0.3
C -1.76275 -2.45744 0.77420 1.3 0.6 1.0
C -0.25333 2.17087 -2.07007 -0.1 -0.8 -0.4
C -3.28252 0.35686 0.77106 1.4 0.5 -2.2
C -1.85841 -3.74114 1.63275 0.9 1.0 0.4
C 1.48534 0.58653 -1.34831 0.6 1.6 2.1
C -1.02846 1.93253 -0.78522 -2.1 0.6 -0.6
C 3.30170 -1.24466 -1.12657 0.2 0.3 0.7
H -2.72257 -2.29168 0.29379 -0.1 -0.1 -0.5
H -2.08755 1.90596 -1.04449 -0.3 0.5 0.0
H 0.88635 -0.65072 0.31079 0.3 1.2 0.5
H -2.05453 -1.17555 2.56694 0.0 -0.4 0.0
H 3.30872 0.57223 -2.50534 -0.2 -0.4 0.4
H -0.90852 2.78645 -0.08689 0.2 -0.6 -0.1
H 4.96494 0.66121 -0.63923 -1.4 0.8 0.6
H 3.09843 -1.91577 -1.92666 -0.9 -0.4 -0.8
H -0.50189 1.35825 -2.80435 0.0 0.7 0.5
H -3.88792 -0.25513 1.39284 -0.2 -0.7 0.8
H 3.85753 2.20390 -0.63342 0.3 -2.0 0.5
H -0.45376 1.41158 2.37236 -0.2 0.3 0.3
H -0.89902 -4.13562 1.92590 1.0 0.6 0.1
H -2.34657 -3.55816 2.59295 -0.5 -0.1 -0.4
H -2.04941 2.22002 1.99477 0.5 -0.6 0.6
H -0.46851 3.12556 -2.57371 -0.1 -0.2 0.4
H -3.64930 1.39094 0.89266 0.2 -0.4 -0.3
H 1.78907 2.30332 -2.60538 0.2 0.0 0.1
H -0.51943 -1.81895 -0.61377 0.0 -0.7 0.1
H -1.07637 -0.21338 -0.86871 0.0 0.5 -0.4
H -0.37337 -1.21511 1.96620 -1.0 0.0 -0.2
H 1.41622 2.77032 -0.93725 0.3 -0.6 -0.1
H 2.83575 -1.67745 -0.18757 -0.1 1.0 -1.1
H 3.50779 0.80707 0.50031 0.3 0.0 0.9
H -3.46872 0.01806 -0.28287 -0.1 0.4 0.8
H 1.28107 1.12411 0.67533 -0.7 -0.1 0.6
H 0.99798 -0.10971 -1.95924 -0.7 -0.8 -1.6
H -1.90192 0.80191 3.15493 -0.5 0.1 0.6
H 4.34605 -1.53760 -0.93021 0.1 1.0 -0.1
H -2.18683 -4.60426 1.10826 -1.3 -0.4 -0.6
```
Forces are in eV/Å.

***

# 4
C15H30O15 | ωB97M-V with the def2-TZVPD basis set

Summary:
- total charge = +1
- gap between HOMO and LUMO (alpha / beta) (eV) = 9.5 / 1.7
- ΔE to the lowest compared entry with this formula, charge and spin (kcal per mole) = 34.60
- expectation value of S² = 0.758
- spin multiplicity = 2
- E_tot (hartree) = -1717.685645
- LUMO (alpha / beta) (Eh) = -0.09394 / -0.38000

XYZ file:
```
60
Properties=species:S:1:pos:R:3:forces:R:3
O -2.42807 -2.05298 -5.29992 0.4 0.0 0.9
O 1.95136 1.29693 3.98661 2.5 1.5 -0.7
O 4.54000 -0.07597 2.69686 0.0 -1.1 0.7
O 0.17302 0.49236 0.56908 -0.3 0.0 0.4
O 3.24886 3.08657 3.97661 -1.6 -3.8 -1.5
O -4.30176 -3.31963 -5.42511 0.4 -0.2 0.6
O 2.99265 -1.78321 2.67863 1.3 1.9 0.7
O -3.53625 -2.87024 -3.42416 1.2 0.3 -0.4
O -1.73342 2.79354 -4.37987 0.3 -0.4 3.0
O -0.16579 -1.12620 1.91802 0.0 1.3 -1.3
O 4.20981 -1.36988 4.45515 1.0 -0.7 3.8
O -3.46783 1.72460 -4.65080 -1.0 -0.5 -0.4
O 1.43078 3.05973 5.37337 2.4 -1.7 -2.4
O -2.62289 1.59797 -2.55961 0.3 0.7 -1.5
O 0.05731 -1.60737 -0.38882 -0.7 2.3 2.8
C -4.33901 -3.55771 -6.87332 0.9 -0.2 0.1
C -0.61923 3.34867 -3.61779 1.2 1.0 -1.0
C -4.73518 1.33368 -4.18671 -1.5 -1.7 1.2
C -2.58295 -2.25862 -2.55322 0.4 -0.6 0.0
C 3.46453 -2.34902 5.29543 -0.5 0.5 0.1
C 0.93757 0.52327 4.51130 -2.1 -0.5 -0.1
C -0.00558 -0.81728 0.58343 0.8 -2.9 -0.2
C 2.18259 2.52202 4.52407 -3.2 0.9 2.3
C 4.17808 0.20755 1.35687 -1.8 0.3 -1.2
C -3.27982 -2.70381 -4.77039 -2.0 -0.5 -1.7
C -2.60426 2.01986 -3.75153 1.4 0.7 -0.8
C -0.23792 -2.43652 2.41594 -0.2 -2.2 -1.4
C 3.84631 -1.09365 3.28109 -2.7 -1.7 -4.7
C 0.34840 1.17212 -0.67369 -1.1 -1.0 0.3
C 3.74494 4.21685 4.48683 1.1 3.6 0.7
H 4.38238 4.02038 5.34890 0.0 0.2 0.0
H 0.08405 2.63222 -3.19329 -0.5 -0.4 -0.2
H 3.01528 4.99431 4.71326 -0.5 -0.4 0.5
H 0.79550 -0.39417 3.94014 1.3 -0.2 0.1
H -0.01899 0.95509 4.21698 -0.3 0.6 1.0
H 2.77621 -1.78188 5.92206 0.3 0.3 0.1
H -1.53073 -2.37505 -2.81277 0.0 -0.1 -0.8
H -2.76121 -1.18427 -2.59907 -0.2 0.7 0.3
H 2.80321 -3.07217 4.81812 0.6 0.3 -1.0
H 3.17237 0.62667 1.32545 -0.1 0.7 0.5
H -5.35613 -3.41912 -7.23986 0.2 0.5 0.4
H 0.67819 -3.00145 2.24363 0.3 0.4 0.3
H -0.55262 -2.53831 3.45454 0.3 1.0 0.0
H -3.56949 -3.00563 -7.41292 -0.4 0.6 0.2
H 4.13983 -2.90916 5.94220 0.4 0.5 -0.4
H -0.23844 0.62539 -1.41180 0.5 -0.2 -0.4
H -5.50277 1.33449 -4.96059 0.5 0.8 -0.1
H -4.08505 -4.59097 -7.10991 -0.1 -0.2 0.7
H -4.72864 0.28989 -3.87277 0.4 -0.2 0.0
H -0.21440 2.09418 -0.52821 0.9 0.4 -0.1
H 4.84967 0.89294 0.83985 0.4 -0.1 0.8
H -0.12036 3.89941 -4.41524 0.3 -0.2 0.2
H -2.61354 -2.66073 -1.54056 -0.9 0.1 -0.2
H -0.97471 -3.01596 1.85961 -0.3 0.1 -0.2
H -0.84490 4.11134 -2.87247 -0.9 -0.4 0.0
H 1.07963 0.34875 5.57782 -0.4 0.1 -0.1
H 3.95522 -0.61031 0.67164 1.0 -0.9 0.5
H 4.27611 4.71617 3.67650 0.7 -0.4 0.1
H 1.42007 1.17867 -0.87259 -0.2 0.6 -0.4
H -4.96209 1.86551 -3.26271 -0.4 0.4 -0.4
```
Forces are in eV/Å.

***

- Number 1 is which compound?
  C15H30IrN4O6

***

- Among the records above, which one has the lowest E_tot?
  C15H30MnO5S2